No. 1
Entry from the OMol25 dataset: 3 unconnected molecules or ions with the total composition C6H18O3 (ωB97M-V/def2-TZVPD).

Last column: Löwdin charge in e.
Geometry (Å):
C 1.2805 34.5407 -17.7194  -0.0997
C 0.7631 35.6538 -16.8658  -0.3218
O -0.1108 36.4520 -17.6763  -0.0829
H 0.5104 33.8003 -17.9345  0.0579
H 2.1514 34.0557 -17.2746  0.0790
H 1.6181 34.9059 -18.6942  0.0749
H 1.5771 36.2703 -16.4797  0.1111
H 0.1859 35.2468 -16.0288  0.1016
H -0.2325 37.2984 -17.2378  0.0773
C 1.2878 32.6905 -21.7785  -0.0884
C 2.2780 33.1437 -22.8474  -0.3157
O 3.5232 32.4708 -22.6408  -0.0872
H 0.3002 33.1390 -21.8908  0.0723
H 1.6915 32.9473 -20.8002  0.0611
H 1.1719 31.6084 -21.8522  0.0735
H 2.4372 34.2232 -22.7927  0.1081
H 1.9311 32.8825 -23.8485  0.1047
H 4.2147 33.1241 -22.5268  0.0739
C -0.0434 31.2107 -15.6625  -0.0885
C -1.1701 31.9864 -16.3246  -0.3328
O -2.4375 31.6453 -15.7876  -0.0722
H -0.0973 31.2861 -14.5750  0.0750
H 0.9195 31.5999 -15.9949  0.0637
H -0.1028 30.1476 -15.9088  0.0726
H -1.1355 31.7851 -17.3999  0.1103
H -1.0118 33.0540 -16.1592  0.0926
H -2.8876 31.0504 -16.3911  0.0799

Computed properties:
LUMO level = 0.0287 hartree
SMILES = CCO.CCO.CCO
Kohn-Sham gap = 11.09 eV
spin multiplicity = 1
energy above the lowest of the compared OMol25 structures with the same formula, charge and spin = 21.8 kcal per mole

=====

No. 2
Entry from the OMol25 dataset: a gas-phase ion, C6H18O3P (charge -1) (ωB97M-V/def2-TZVPD).

Last column: Löwdin charge in e.
Geometry (Å):
C 1.3089 0.7597 1.8644  -0.0999
C 0.0054 1.5040 1.3871  -0.4119
C -1.2359 1.1065 2.2299  -0.1008
C -0.1919 1.4839 -0.1671  -0.2357
C -1.2384 0.5088 -0.7634  -0.3430
P -0.8781 -1.3417 -0.9600  0.3931
O -0.4297 -1.5068 0.7462  -0.3746
C 0.9383 -1.0749 -1.5220  -0.3447
O 1.4281 -2.1713 -2.3263  -0.2417
O 2.6360 -1.7826 -2.9586  -0.0925
H 1.0157 -0.2154 2.2884  0.0544
H 2.0298 0.6246 1.0494  0.0562
H 1.7120 1.3426 2.7147  0.0600
H 0.2105 2.5641 1.6492  0.1054
H -1.8742 2.0046 2.3406  0.0667
H -1.8056 0.2588 1.8375  0.0528
H -0.8741 0.8754 3.2514  0.0688
H 0.8163 1.4661 -0.6154  0.0826
H -0.5602 2.5095 -0.4160  0.0918
H -1.4909 0.8851 -1.7769  0.0624
H -2.1900 0.6012 -0.2020  0.0554
H -0.6594 -2.7745 -1.0913  -0.0354
H -2.2887 -1.6394 -0.6577  -0.0499
H -1.2756 -1.2991 -2.3704  -0.0368
H -0.1671 -2.4101 0.8855  0.0010
H 1.5845 -0.9783 -0.6253  0.0692
H 1.0725 -0.1586 -2.1462  0.0748
H 2.4017 -1.1423 -3.6457  0.0725

Computed properties:
LUMO level = 0.1339 hartree
total charge = -1
Kohn-Sham gap = 7.14 eV
spin multiplicity = 1
energy above the lowest of the compared OMol25 structures with the same formula, charge and spin = 0.0 kcal per mole

=====

No. 3
Entry from the OMol25 dataset: a molecular structure, C6H19AlO4P (ωB97M-V/def2-TZVPD).

Last column: Löwdin charge in e.
Geometry (Å):
C 2.7861 -2.8391 1.6762  -0.2367
C 2.5940 -1.3340 1.4034  -0.3932
Al 1.1903 -0.5928 2.6631  0.2338
P -0.8794 -1.5893 1.9546  0.3580
O -2.0134 -0.6611 1.7923  -0.4045
O -1.3353 -2.7739 3.0131  -0.2575
O -0.6896 -2.5134 0.6056  -0.2476
H 3.8362 -3.0955 1.7845  0.0437
H 2.3072 -3.1532 2.6000  0.0152
H 2.3732 -3.4398 0.8773  0.0461
H 2.2975 -1.1926 0.3706  0.0219
H 3.5229 -0.7994 1.5603  0.0152
H 1.0922 1.0106 2.6568  -0.1326
H 1.5446 -1.1441 4.1446  -0.1117
H -0.5661 -3.3739 3.0722  0.0442
H -1.5172 -3.0223 0.5051  0.0570
C -2.1743 1.5792 -0.5986  -0.0791
C -0.9097 2.3935 -0.8045  -0.2711
O 0.0573 1.7661 -1.6348  -0.1567
C -0.3641 1.4553 -2.9412  -0.2953
C -0.7766 2.6645 -3.7678  -0.0899
H -1.9370 0.5893 -0.2175  0.0522
H -2.8200 2.0724 0.1274  0.0793
H -2.7417 1.4675 -1.5281  0.0622
H -0.4100 2.5357 0.1529  0.1165
H -1.1490 3.3931 -1.1941  0.1010
H -1.1718 0.7139 -2.9203  0.1075
H 0.4948 0.9720 -3.4094  0.1153
H -1.6769 3.1372 -3.3735  0.0616
H -0.9836 2.3632 -4.7964  0.0689
H 0.0192 3.4110 -3.7738  0.0762

Computed properties:
LUMO level = 0.1168 hartree
total charge = -1
Kohn-Sham gap = 8.03 eV
spin multiplicity = 1

=====

No. 4
Entry from the OMol25 dataset: a molecular structure, C6H19Br2CoN5O3 (ωB97M-V/def2-TZVPD).

Last column: Löwdin spin population.
Geometry (Å):
Co 0.8393 0.5323 0.6990  2.7785
Br 2.2832 -0.6429 2.5274  0.0490
Br 1.6095 3.0244 0.9656  0.0596
C -0.6606 -0.2359 -2.6238  0.0002
C -1.3975 -0.0704 -1.3491  0.0031
C -1.3338 -1.2400 -0.2840  0.0007
O -0.0240 -1.4913 0.1959  0.0193
C -0.0482 -2.8386 0.7717  0.0032
N -0.6892 1.0624 -0.7228  0.0290
H 0.3910 -0.5223 -2.6366  0.0000
H -0.8210 0.7091 -3.1428  0.0001
H -1.2506 -0.9220 -3.2315  0.0000
H -2.3814 0.3719 -1.5051  0.0011
H -1.9634 -1.9997 -0.7472  0.0003
H -1.8799 -0.9513 0.6141  -0.0001
H -0.4086 -3.5644 0.0428  0.0007
H -0.6555 -2.9696 1.6673  0.0001
H 0.9519 -3.0889 1.1258  0.0001
H -0.5816 1.6723 -1.5206  0.0020
H -1.3301 1.5778 -0.1365  0.0002
C 2.7989 0.3295 -1.8596  0.0038
O 2.1619 0.1922 -0.8693  0.0257
N 2.8397 -0.5867 -2.7804  0.0005
N 3.3377 1.4853 -2.1577  -0.0002
H 2.6275 -1.5542 -2.5828  0.0000
H 3.5002 -0.2679 -3.4748  0.0001
H 4.0296 1.5758 -2.8879  0.0001
H 3.0737 2.2134 -1.5094  0.0000
C -1.5625 0.9743 3.0664  0.0031
O -0.8029 0.8701 2.1035  0.0191
N -1.1915 1.2501 4.2772  0.0000
N -2.8800 0.9277 2.8679  0.0004
H -1.8657 1.4763 4.9944  0.0000
H -0.2180 1.2614 4.5462  0.0000
H -3.4719 0.7340 3.6630  0.0001
H -3.0263 0.7056 1.8935  0.0000

Computed properties:
LUMO level (spin up / spin down) = 0.0101 / 0.0101 hartree
Kohn-Sham gap (spin up / spin down) = 7.59 / 7.66 eV
spin multiplicity = 4
energy above the lowest of the compared OMol25 structures with the same formula, charge and spin = 20.7 kcal per mole

=====

No. 5
Entry from the OMol25 dataset: 4 unconnected molecules or ions with the total composition C6H19BrNO3 (ωB97M-V/def2-TZVPD).

Last column: Löwdin charge in e.
Geometry (Å):
Br -1.5978 -23.6194 19.0850  -0.3189
C -1.7596 -27.1693 21.6129  -0.1935
O -2.6347 -26.2898 20.9353  -0.1699
H -2.3242 -28.0675 21.8744  0.0741
H -0.8998 -27.4671 21.0021  0.0802
H -1.3968 -26.7435 22.5639  0.0298
H -2.1301 -25.5071 20.6431  -0.0755
C -2.0398 -23.5399 23.3664  -0.1819
O -2.4606 -22.5898 22.4116  -0.1563
H -0.9491 -23.6726 23.3561  0.0555
H -2.3259 -23.1766 24.3528  0.0717
H -2.5029 -24.5217 23.1905  0.0693
H -2.0550 -22.8367 21.5635  -0.0519
C 1.5469 -22.9560 22.0165  -0.0602
C 2.0081 -24.2856 21.4104  -0.4463
C 1.3040 -25.4613 22.0140  -0.2460
O 1.5279 -25.4955 23.4013  -0.1847
C 0.8014 -26.5378 24.0175  -0.1159
N 1.8021 -24.3835 19.9652  0.0229
H 2.1321 -22.1166 21.6374  0.0692
H 1.6487 -22.9399 23.1115  0.0721
H 0.4876 -22.7787 21.8069  0.0574
H 3.0843 -24.4072 21.5938  0.1333
H 1.6527 -26.3850 21.5269  0.1288
H 0.2220 -25.3998 21.7913  0.1054
H 1.0907 -26.5432 25.0691  0.0841
H 1.0366 -27.5049 23.5626  0.0908
H -0.2748 -26.3356 23.9696  0.0629
H 0.8029 -24.2733 19.7565  -0.0683
H 2.2510 -23.6100 19.4885  0.0618

Computed properties:
LUMO level = 0.1162 hartree
total charge = -1
Kohn-Sham gap = 7.87 eV
spin multiplicity = 1
energy above the lowest of the compared OMol25 structures with the same formula, charge and spin = 0.0 kcal per mole

=====

No. 6
Entry from the OMol25 dataset: 2 unconnected molecules or ions with the total composition C6H19N2 (ωB97M-V/def2-TZVPD).

Last column: Löwdin charge in e.
Geometry (Å):
C 1.4394 -1.6014 -1.8976  -0.0648
C 1.3928 -0.1119 -1.5169  -0.2631
N 0.0022 0.3381 -1.3782  -0.1507
C -0.1648 1.7908 -1.5746  -0.0808
H 0.6775 -1.8491 -2.6403  0.0785
H 2.4022 -1.9035 -2.2958  0.0832
H 1.2071 -2.1880 -1.0088  0.0612
H 1.8991 -0.0532 -0.5490  0.1024
H 1.9754 0.4915 -2.2116  0.1183
H -0.2731 0.0743 0.1784  0.1139
H -0.5488 -0.1752 -2.0532  0.1216
H 0.4323 2.3489 -0.8618  0.0848
H -1.2241 2.0232 -1.4575  0.0867
H 0.1029 2.0745 -2.5944  0.0925
C -1.8986 -0.7016 1.2121  -0.0040
N -0.5535 -0.0782 1.2705  -0.2906
C -0.6038 1.2885 1.8564  -0.0133
C 0.4580 -0.9196 1.9399  -0.0155
H -2.5571 -0.0399 0.6575  0.1038
H -2.2619 -0.8382 2.2305  0.1097
H -1.7971 -1.6677 0.7236  0.1055
H 0.3830 1.7334 1.7663  0.1032
H -1.3189 1.8845 1.2991  0.0985
H -0.8979 1.2382 2.9034  0.1095
H 1.4174 -0.4123 1.8975  0.1010
H 0.5194 -1.8751 1.4239  0.0985
H 0.1727 -1.0805 2.9789  0.1100

Computed properties:
LUMO level = -0.0920 hartree
total charge = +1
Kohn-Sham gap = 11.18 eV
spin multiplicity = 1
energy above the lowest of the compared OMol25 structures with the same formula, charge and spin = 21.6 kcal per mole